# 1
Computed, not measured: a 2-piece molecular cluster, C2H6O2 overall in a non-equilibrium geometry, with ωB97M-V/def2-TZVPD.

Structure (XYZ):
```
10
C2H6O2 ωB97M-V/def2-TZVPD
C -0.38341 0.79244 0.71930
C -0.94593 1.39572 1.79263
H -0.16438 -2.02341 -1.06693
H 1.67747 -1.02315 -1.72653
H 0.23219 1.34578 -0.07047
H -0.31697 -0.30267 0.58172
H -0.58663 2.41006 2.16123
H -1.67775 0.89898 2.40573
O 0.21188 -1.28096 -0.65272
O 0.88964 -0.52336 -1.51682
```

Properties
- ΔE to the lowest compared entry with this formula, charge and spin: 118.4 kcal/mol
- HOMO level: -8.961 eV
- SMILES string: C=C.OO
- Total energy: -6261.122 eV

# 2
Computed, not measured: one molecule with the formula C3H5FN2O2 in a non-equilibrium geometry, with ωB97M-V/def2-TZVPD.

Structure (XYZ):
```
13
C3H5FN2O2 ωB97M-V/def2-TZVPD
C 0.60182 0.54403 -0.35970
C 1.48553 -0.29178 0.16536
C -0.90464 0.47839 -0.04807
N 3.11073 0.12280 -0.37053
N 4.04274 -0.65368 0.21292
O 3.69040 -1.78804 0.36683
O 5.07995 -0.15595 0.45652
F 3.28728 1.46517 -0.64198
H 1.06826 1.42866 -0.79572
H 1.59222 -1.25049 0.64128
H -1.37130 1.35001 0.40395
H -1.37998 0.33721 -1.05726
H -1.11791 -0.45534 0.54346
```

Properties
- ΔE to the lowest compared entry with this formula, charge and spin: 177.1 kcal/mol
- HOMO level: -10.108 eV
- SMILES string: C/C=C/N(F)[N+](=O)[O-]
- Total energy: -12976.982 eV

# 3
Computed, not measured: a 3-piece molecular cluster, C4H13NO2 overall in a non-equilibrium geometry, with ωB97M-V/def2-TZVPD.

Structure (XYZ):
```
20
C4H13NO2 ωB97M-V/def2-TZVPD
C -0.15533 0.52031 -0.66536
N -0.72047 -0.68523 2.00356
C 0.53130 -0.83093 1.36198
C 0.78260 -0.31576 0.16666
C 1.45422 -1.73798 2.11284
H -0.06006 1.56642 -0.35190
H 0.04134 0.52049 -1.74378
H -1.19116 0.18135 -0.57260
H -1.35415 -0.20304 1.38284
H -0.59679 -0.22838 2.89157
H 1.79982 -0.33058 -0.22749
H 1.01039 -2.73380 2.12731
H 1.66982 -1.36945 3.12494
H 2.42205 -1.86651 1.62004
H -5.97979 2.60562 -1.39334
H -5.54351 1.91493 -2.64576
O -5.78565 2.79010 -2.32047
H 3.17875 -0.19629 -2.50816
H 4.51489 0.04826 -1.80692
O 3.98174 0.35049 -2.55597
```

Properties
- ΔE to the lowest compared entry with this formula, charge and spin: 21.6 kcal/mol
- HOMO level: -8.351 eV
- SMILES string: C/C=C(/C)N.O.O
- Total energy: -9943.262 eV